Entry from OMol25: a 9-piece molecular cluster, C7H29NO8 overall in a non-equilibrium geometry (ωB97M-V with the def2-TZVPD basis set).

The gap between HOMO and LUMO comes out at 8.153 eV. The HOMO energy is -0.29354 Ha. The energy above the lowest of the compared OMol25 structures with the same formula, charge and spin comes out at 2.627 eV. The value obtained for the calculated total energy is -25597.9869 eV. The SMILES is C=CC/C(=C/N)CC.O.O.O.O.O.O.O.O. The calculation puts the largest force on an atom at 3.351 eV/A. The spin multiplicity is 1.

```
45
Properties=species:S:1:pos:R:3:nbo_charge:R:1
H -2.821 -0.830 2.785 0.5122
H -0.944 3.914 0.248 0.4767
H 2.799 -0.789 -1.160 0.1905
H -0.199 1.655 -1.472 0.2287
H -0.819 -3.752 3.538 0.4824
C -0.344 0.580 -1.652 -0.4612
O -3.220 -0.119 2.236 -0.9803
N 2.653 1.348 -1.482 -0.8476
H -1.797 4.410 1.474 0.4822
H 2.313 -3.116 -4.062 0.2044
C 0.823 -0.327 -1.479 -0.0909
O -1.367 1.768 1.097 -0.9928
H 1.111 -1.680 3.921 0.4670
H 0.790 -3.682 -2.466 0.1883
H 1.946 -1.343 -3.847 0.1876
C 2.126 0.028 -1.356 -0.0044
H -1.091 0.304 -0.881 0.1855
C -0.818 0.410 -3.092 -0.6046
H -1.888 1.072 1.604 0.5132
H -1.176 -4.728 2.406 0.4675
H 1.494 0.787 1.767 0.4849
H -0.488 -1.889 -1.022 0.2113
H 2.100 1.994 -2.014 0.3978
O 0.834 1.021 2.441 -1.0154
H -0.109 1.052 -3.763 0.2071
H -3.738 0.470 2.806 0.4817
H 1.211 -2.215 -0.495 0.2310
O -1.402 -1.865 3.637 -0.9785
O 0.986 -1.085 4.662 -0.9635
H -0.649 -1.484 3.140 0.4842
C 0.613 -1.846 -1.335 -0.4669
H 0.189 1.683 2.062 0.5077
H 3.664 1.335 -1.650 0.3828
O 0.328 3.924 -2.331 -0.9549
O -0.463 -4.470 2.981 -0.9623
H -0.883 1.212 0.484 0.4767
H -0.799 -0.568 -3.508 0.2189
H -0.583 3.881 -2.669 0.4785
H 0.827 -0.190 4.310 0.5051
O -1.238 4.745 0.658 -0.9592
H 0.306 4.586 -1.633 0.4833
C 1.661 -2.357 -3.634 -0.4093
C 0.923 -2.646 -2.548 -0.1621
H -1.860 0.625 -3.240 0.2097
H -1.004 -1.823 4.534 0.5071
```